Record 1
{"formula": "C44H36FeN7O5", "method": "ωB97M-V/def2-TZVPD", "fmax_ev_per_a": 0.67, "s2": 6.1814, "e_above_lowest_kj_mol": 726.5, "multiplicity": 5, "total_charge": -1, "species": ["Fe", "O", "C", "C", "C", "C", "C", "C", "C", "O", "N", "N", "C", "C", "C", "C", "C", "C", "N", "H", "H", "H", "H", "H", "H", "H", "H", "H", "H", "C", "O", "C", "C", "C", "C", "C", "C", "N", "C", "N", "C", "C", "C", "C", "C", "C", "O", "C", "N", "C", "C", "C", "C", "C", "C", "O", "C", "H", "H", "H", "H", "H", "H", "H", "H", "H", "H", "H", "H", "H", "H", "H", "H", "H", "H", "H", "H", "H", "H", "N", "C", "C", "C", "C", "C", "C", "C", "C", "C", "H", "H", "H", "H"], "positions_angstrom": [[-0.7528, 0.1150, 1.9499], [1.5822, 4.5008, 4.2780], [2.5376, 4.0790, 3.4249], [3.6364, 4.9280, 3.2067], [4.7033, 4.4988, 2.3818], [4.6736, 3.3084, 1.7370], [3.4913, 2.3941, 1.7931], [2.4646, 2.8479, 2.8071], [1.3762, 1.9299, 3.0594], [1.5219, 0.7391, 2.4107], [0.3098, 2.2052, 3.7276], [-0.6841, 1.2573, 3.5507], [-1.3275, 0.8171, 4.6335], [-1.9743, -0.4179, 4.4755], [-2.7999, -1.0361, 5.4503], [-3.3554, -2.2577, 5.1989], [-3.1098, -2.8901, 3.9614], [-2.3054, -2.2375, 3.0503], [-1.7305, -1.0555, 3.2711], [0.8636, 3.8189, 4.2879], [3.6560, 5.8841, 3.7108], [5.5663, 5.1448, 2.2668], [5.4999, 3.0150, 1.0985], [3.8226, 1.3923, 2.0949], [-1.2786, 1.3425, 5.5823], [-2.9841, -0.5187, 6.3843], [-3.9879, -2.7329, 5.9397], [-3.5434, -3.8502, 3.7193], [-2.1008, -2.6689, 2.0755], [-1.5781, -4.5966, -2.1991], [-2.4732, -3.5453, -2.5606], [-1.9702, -2.6395, -3.4651], [-2.5339, -2.6041, -4.7319], [-2.0770, -1.7078, -5.6842], [-1.0470, -0.8351, -5.3648], [-0.5030, -0.8488, -4.0913], [-0.9561, -1.7387, -3.1203], [-0.3304, -1.7584, -1.8538], [-0.9179, -1.3871, -0.6394], [-2.2641, -1.4413, -0.5206], [-3.0219, -0.4137, 0.1480], [-2.4861, 0.4278, 1.1336], [-3.3853, 1.3970, 1.6234], [-4.6947, 1.5088, 1.1919], [-5.1978, 0.6449, 0.2218], [-4.3453, -0.3151, -0.2955], [-4.7149, -1.2227, -1.2755], [-6.0710, -1.2586, -1.6390], [-0.2107, -0.9527, 0.3358], [1.0477, -0.2295, 0.1703], [1.3801, 1.9986, 0.2225], [2.9130, 2.2257, 0.3388], [3.5210, 1.0444, -0.4720], [3.5067, -0.3015, 0.2186], [2.3441, -0.9417, 0.4285], [2.1970, -2.1699, 0.9688], [3.3689, -2.8023, 1.4333], [-2.1083, -5.2143, -1.4786], [-0.6694, -4.2040, -1.7428], [-1.3232, -5.1942, -3.0785], [-3.3321, -3.3023, -4.9491], [-2.5224, -1.6922, -6.6704], [-0.6798, -0.1283, -6.0973], [0.2773, -0.1468, -3.8196], [0.6362, -1.4696, -1.8859], [-2.7837, -1.9698, -1.2033], [-3.0299, 2.0725, 2.3951], [-5.3478, 2.2664, 1.6127], [-6.2215, 0.7305, -0.1145], [-6.1814, -2.0872, -2.3365], [-6.3822, -0.3319, -2.1320], [-6.7145, -1.4280, -0.7703], [0.8252, 2.9342, 0.1511], [3.1582, 3.1517, -0.1889], [4.5281, 1.2777, -0.8271], [4.4535, -0.7511, 0.4811], [3.0578, -3.7586, 1.8453], [3.8499, -2.2041, 2.2120], [4.0814, -2.9680, 0.6185], [4.3332, 1.2250, -6.8623], [3.9180, 1.1636, -5.7875], [3.4108, 1.0902, -4.4647], [3.2567, -0.1729, -3.8240], [2.7991, -0.2462, -2.5546], [2.5020, 0.9446, -1.7173], [2.5291, 2.1968, -2.5192], [2.9918, 2.2683, -3.7886], [1.2365, 0.9146, -0.8617], [0.8170, 0.9361, 1.1411], [3.4985, -1.0745, -4.3715], [2.7144, -1.2220, -2.0953], [2.1389, 3.0907, -2.0514], [3.0120, 3.2136, -4.3142]], "forces_ev_per_a": [[-0.481, -0.234, 0.410], [-0.041, -0.004, 0.016], [-0.062, -0.090, -0.004], [-0.016, 0.006, 0.011], [0.041, -0.009, -0.017], [-0.045, -0.002, -0.011], [0.025, 0.037, 0.062], [0.175, 0.101, -0.035], [-0.112, -0.142, 0.014], [0.186, 0.081, -0.082], [-0.034, 0.168, 0.107], [0.120, -0.140, -0.075], [0.040, 0.068, 0.006], [-0.017, -0.111, -0.044], [0.004, 0.014, 0.017], [0.003, 0.011, -0.003], [0.037, 0.024, -0.015], [-0.030, -0.067, -0.010], [-0.068, 0.131, 0.089], [0.036, 0.029, -0.006], [0.025, 0.004, -0.010], [-0.009, 0.011, 0.011], [-0.001, -0.003, 0.004], [-0.001, 0.000, -0.004], [-0.008, -0.009, -0.006], [0.001, 0.002, -0.006], [0.003, 0.005, 0.003], [0.006, 0.002, -0.012], [-0.011, -0.008, 0.003], [-0.003, 0.038, 0.000], [-0.028, -0.018, 0.038], [0.088, 0.029, 0.015], [-0.009, -0.004, 0.011], [-0.002, 0.006, -0.003], [-0.001, -0.001, 0.011], [-0.005, 0.046, 0.008], [-0.086, 0.014, -0.080], [-0.017, -0.118, 0.161], [-0.054, 0.260, -0.180], [-0.062, -0.045, 0.059], [0.117, 0.002, 0.012], [-0.227, 0.020, -0.232], [0.075, -0.023, 0.012], [0.008, 0.019, 0.018], [0.006, -0.023, -0.007], [-0.010, 0.009, -0.051], [0.013, 0.004, 0.063], [-0.015, 0.005, -0.032], [0.339, -0.230, -0.029], [-0.212, 0.181, -0.017], [-0.024, -0.030, -0.028], [-0.039, -0.031, -0.019], [-0.086, 0.023, 0.030], [-0.052, 0.010, 0.017], [0.123, 0.056, 0.028], [-0.060, -0.049, -0.015], [0.024, -0.005, 0.012], [-0.010, 0.001, -0.002], [0.016, 0.001, -0.003], [-0.001, 0.004, -0.009], [-0.001, 0.001, -0.001], [-0.001, -0.004, 0.001], [0.008, 0.000, 0.003], [-0.017, -0.003, -0.007], [0.004, -0.024, -0.010], [0.036, -0.027, -0.037], [-0.009, 0.004, -0.006], [0.014, -0.001, 0.004], [0.005, -0.002, 0.001], [0.004, 0.005, -0.004], [0.005, 0.006, 0.006], [0.006, -0.006, 0.006], [-0.045, -0.023, 0.014], [0.021, -0.019, 0.018], [-0.016, -0.027, -0.025], [0.003, -0.001, 0.009], [-0.003, -0.002, 0.007], [-0.002, 0.014, -0.001], [-0.007, 0.000, -0.007], [0.030, 0.001, -0.072], [-0.027, -0.002, 0.058], [0.010, -0.056, -0.066], [-0.035, 0.172, -0.012], [0.054, -0.136, -0.046], [-0.026, -0.045, 0.128], [-0.017, 0.149, -0.077], [-0.051, -0.135, 0.056], [0.222, -0.020, -0.072], [0.193, 0.132, -0.066], [0.009, 0.004, -0.021], [0.014, -0.004, 0.024], [0.044, 0.019, 0.001], [0.004, 0.007, -0.011]]}

***

Record 2
{"formula": "C44H37Cl5N4O7P2S3Tl", "method": "ωB97M-V/def2-TZVPD", "fmax_ev_per_a": 1.18, "e_above_lowest_kj_mol": 337.5, "total_charge": 1, "species": ["Tl", "C", "C", "O", "P", "O", "O", "O", "P", "O", "O", "O", "H", "H", "H", "H", "H", "H", "H", "Cl", "C", "C", "C", "Cl", "C", "Cl", "C", "Cl", "C", "Cl", "N", "S", "N", "S", "N", "S", "N", "C", "C", "C", "C", "C", "C", "C", "C", "C", "C", "C", "C", "C", "C", "C", "C", "C", "C", "C", "C", "C", "C", "C", "C", "C", "C", "C", "C", "C", "C", "C", "C", "C", "C", "C", "C", "H", "H", "H", "H", "H", "H", "H", "H", "H", "H", "H", "H", "H", "H", "H", "H", "H", "H", "H", "H", "H", "H", "H", "H", "H", "H", "H", "H", "H", "H"], "positions_angstrom": [[0.4098, 0.5316, 0.7731], [-0.7729, -1.6654, 4.3396], [-1.3995, -2.4076, 3.1659], [-2.2457, -3.4650, 3.6239], [-2.4783, -1.4621, 2.0043], [-3.3361, -2.5686, 1.2659], [-3.5810, -0.6964, 2.8476], [-1.7970, -0.5558, 1.0483], [0.0082, -3.0678, 2.1573], [-0.7955, -3.8101, 0.9221], [0.7175, -4.1201, 2.9221], [0.7371, -1.8806, 1.5924], [-1.5100, -1.1261, 4.9332], [0.0012, -0.9846, 3.9919], [-0.2814, -2.4095, 4.9693], [-1.6721, -4.1350, 4.0218], [-2.7384, -3.1739, 0.7885], [-4.1150, -1.2839, 3.4027], [-0.7673, -4.7617, 1.0926], [-0.8840, 1.5874, 3.6572], [-1.7499, 2.4285, 2.4311], [-1.2088, 2.5545, 1.1663], [-1.8397, 3.3496, 0.2362], [-1.1288, 3.6844, -1.2994], [-3.0662, 3.9541, 0.5353], [-3.8545, 4.9446, -0.6262], [-3.6406, 3.7639, 1.7884], [-5.1523, 4.4853, 2.1589], [-2.9698, 3.0170, 2.7541], [-3.6366, 2.8420, 4.3249], [2.8026, -1.3393, -0.4484], [2.9305, -2.9932, -0.6663], [3.2092, -0.4818, -1.3614], [3.3385, -0.4903, -2.9629], [2.4151, 0.5111, -3.6465], [1.0844, 1.2068, -2.8572], [0.4602, 0.5344, -1.7281], [1.8684, 2.8075, -2.6107], [1.9993, 3.7152, -3.6489], [2.7360, 4.8727, -3.4322], [3.3111, 5.1104, -2.1927], [3.1513, 4.1974, -1.1570], [2.4275, 3.0344, -1.3642], [0.0356, 1.3417, -4.2950], [-1.3246, 1.3904, -4.0326], [-2.2098, 1.4804, -5.0958], [-1.7298, 1.4973, -6.3989], [-0.3648, 1.4276, -6.6488], [0.5331, 1.3599, -5.5947], [3.2377, -2.0232, -3.8796], [4.2146, -3.0075, -3.7609], [4.1376, -4.1188, -4.5800], [3.0935, -4.2435, -5.4902], [2.1162, -3.2627, -5.5821], [2.1846, -2.1376, -4.7747], [5.0219, 0.0638, -3.1980], [5.5109, 0.9835, -2.2731], [6.8402, 1.3602, -2.3442], [7.6678, 0.8199, -3.3207], [7.1581, -0.0630, -4.2602], [5.8240, -0.4398, -4.2129], [2.9312, -3.5358, 1.0400], [3.2813, -2.6255, 2.0260], [3.4677, -3.0893, 3.3182], [3.3330, -4.4396, 3.6065], [2.9849, -5.3331, 2.6053], [2.7896, -4.8880, 1.3085], [1.4168, -3.5827, -1.4307], [1.3405, -4.9291, -1.7628], [0.2130, -5.3856, -2.4283], [-0.7912, -4.4971, -2.7926], [-0.6689, -3.1462, -2.4988], [0.4434, -2.6776, -1.8163], [1.5295, 3.5337, -4.6062], [2.8540, 5.5898, -4.2339], [3.8777, 6.0179, -2.0276], [3.5792, 4.3953, -0.1827], [2.2872, 2.3082, -0.5729], [-1.6729, 1.3383, -3.0084], [-3.2727, 1.5340, -4.9032], [-2.4256, 1.5548, -7.2263], [-0.0009, 1.4293, -7.6680], [1.5983, 1.3010, -5.7719], [5.0307, -2.8986, -3.0582], [4.8997, -4.8844, -4.5162], [3.0492, -5.1087, -6.1395], [1.3059, -3.3616, -6.2922], [1.4502, -1.3455, -4.8456], [4.8579, 1.3796, -1.5077], [7.2320, 2.0667, -1.6249], [8.7130, 1.0981, -3.3544], [7.7992, -0.4695, -5.0307], [5.4249, -1.1099, -4.9597], [3.3902, -1.5788, 1.7880], [3.7340, -2.3896, 4.0988], [3.5052, -4.7954, 4.6133], [2.8647, -6.3846, 2.8288], [2.5072, -5.5921, 0.5395], [2.1399, -5.6168, -1.5185], [0.1230, -6.4373, -2.6670], [-1.6745, -4.8603, -3.3023], [-1.4450, -2.4445, -2.7768], [0.5240, -1.6197, -1.5891]], "forces_ev_per_a": [[-0.364, 0.168, 0.103], [-0.030, 0.102, -0.045], [0.122, -0.078, -0.464], [0.069, 0.010, 0.052], [-0.238, -0.072, -0.062], [0.106, -0.060, -0.130], [0.103, -0.021, 0.098], [0.074, 0.155, 0.366], [-0.275, 0.107, -0.055], [0.062, -0.021, -0.048], [-1.116, 0.186, 0.326], [-0.335, 0.090, -0.203], [-0.024, 0.012, -0.030], [-0.039, 0.100, 0.030], [-0.044, -0.019, 0.012], [0.035, 0.027, 0.013], [-0.066, -0.020, 0.129], [0.032, 0.052, -0.041], [-0.036, 0.072, -0.011], [0.122, -0.148, 0.140], [0.136, 0.083, -0.130], [-0.214, -0.035, 0.179], [-0.051, -0.013, 0.028], [0.255, -0.138, -0.144], [0.068, -0.029, 0.015], [-0.022, -0.019, -0.010], [-0.040, 0.064, -0.013], [0.005, -0.010, 0.004], [0.003, -0.031, -0.005], [-0.016, -0.017, 0.014], [-0.183, 0.610, -0.181], [0.064, -0.481, -0.122], [0.273, -0.401, 0.296], [0.258, 0.079, -0.568], [-0.310, -0.059, 0.090], [0.218, -0.390, 0.074], [0.025, 0.270, -0.084], [-0.230, -0.070, -0.126], [0.014, 0.058, 0.050], [-0.068, -0.020, -0.015], [0.030, 0.021, 0.048], [-0.016, 0.014, 0.013], [-0.058, -0.039, 0.001], [0.175, 0.174, -0.066], [-0.010, -0.007, 0.115], [0.019, -0.003, -0.075], [-0.074, -0.020, 0.044], [0.014, 0.035, -0.008], [-0.060, -0.053, 0.010], [0.027, 0.107, 0.156], [-0.005, 0.037, 0.115], [0.013, -0.070, 0.049], [-0.039, 0.010, -0.019], [-0.021, -0.046, 0.017], [-0.029, 0.015, 0.028], [0.044, -0.195, 0.308], [-0.134, -0.060, 0.008], [-0.009, 0.027, -0.019], [0.000, 0.051, -0.009], [-0.002, 0.036, -0.025], [-0.111, 0.037, -0.054], [0.455, -0.062, 0.010], [0.239, -0.030, 0.044], [0.194, -0.106, -0.125], [0.230, -0.049, -0.143], [0.395, -0.054, 0.020], [0.250, -0.017, -0.144], [0.125, 0.197, -0.130], [0.027, -0.042, -0.030], [-0.024, -0.019, 0.010], [-0.057, 0.058, 0.050], [0.015, -0.055, 0.032], [-0.018, 0.079, 0.228], [0.055, 0.021, 0.005], [-0.019, 0.004, 0.021], [-0.014, -0.019, -0.002], [0.010, 0.008, -0.021], [0.035, 0.019, 0.005], [0.014, 0.037, -0.027], [-0.002, -0.023, -0.013], [0.019, 0.013, 0.012], [0.011, 0.011, 0.019], [-0.024, 0.014, -0.018], [0.001, -0.003, -0.005], [-0.023, 0.009, 0.005], [-0.006, 0.009, 0.028], [0.010, -0.011, 0.021], [0.008, -0.033, -0.027], [0.056, 0.001, 0.024], [0.001, -0.006, -0.013], [-0.016, -0.002, -0.005], [-0.019, 0.027, -0.016], [0.020, -0.047, 0.009], [-0.014, -0.039, 0.046], [-0.018, 0.017, 0.005], [-0.062, -0.008, 0.004], [-0.024, 0.023, 0.003], [0.030, -0.014, 0.005], [-0.002, 0.019, -0.036], [0.014, 0.014, -0.015], [0.034, -0.008, -0.022], [0.000, -0.014, -0.025], [-0.003, -0.080, 0.042]]}

***

What is the formula in the second record? C44H37Cl5N4O7P2S3Tl